No. 1
{
  "formula": "C32H76BF2N5O4S2",
  "method": "the ωB97M-V functional and the def2-TZVPD basis",
  "species": ["B", "H", "H", "H", "H", "C", "C", "C", "N", "C", "C", "C", "C", "C", "H", "H", "H", "H", "H", "H", "H", "H", "H", "H", "H", "H", "H", "H", "H", "H", "H", "H", "C", "C", "C", "N", "C", "C", "C", "C", "C", "H", "H", "H", "H", "H", "H", "H", "H", "H", "H", "H", "H", "H", "H", "H", "H", "H", "H", "C", "C", "C", "N", "C", "C", "C", "C", "C", "H", "H", "H", "H", "H", "H", "H", "H", "H", "H", "H", "H", "H", "H", "H", "H", "H", "H", "C", "C", "C", "N", "C", "C", "C", "C", "C", "H", "H", "H", "H", "H", "H", "H", "H", "H", "H", "H", "H", "H", "H", "H", "H", "H", "H", "N", "S", "O", "O", "F", "S", "O", "O", "F"],
  "coordinates": [[0.15, -0.42, 0.21], [-0.66, -1.17, -0.18], [-0.04, 0.69, -0.07], [0.23, -0.52, 1.37], [1.08, -0.91, -0.28], [4.11, 1.46, 0.86], [3.07, 0.74, 1.69], [3.41, 0.68, 3.17], [2.23, 0.28, 4.02], [1.04, 1.23, 3.90], [2.62, 0.24, 5.53], [3.23, -1.14, 5.74], [2.65, -2.02, 4.64], [1.77, -1.13, 3.79], [4.00, 1.27, -0.20], [5.12, 1.22, 1.23], [4.11, 2.55, 1.00], [2.88, -0.27, 1.32], [2.13, 1.29, 1.56], [3.76, 1.64, 3.56], [4.07, -0.16, 3.37], [0.76, 1.24, 2.85], [1.46, 2.20, 4.15], [0.22, 1.00, 4.57], [1.69, 0.18, 6.09], [3.29, 1.08, 5.65], [3.23, -1.60, 6.72], [4.30, -1.05, 5.55], [2.07, -2.83, 5.11], [3.36, -2.56, 4.02], [0.70, -1.22, 4.03], [1.75, -1.34, 2.72], [2.98, 4.44, -2.84], [1.71, 3.63, -2.46], [0.93, 3.17, -3.67], [-0.11, 2.10, -3.37], [0.48, 0.81, -2.90], [-1.06, 2.61, -2.27], [-2.37, 1.88, -2.55], [-2.46, 1.92, -4.11], [-1.00, 1.80, -4.56], [3.39, 4.70, -1.86], [2.71, 5.34, -3.38], [3.74, 3.83, -3.32], [1.02, 4.25, -1.88], [1.99, 2.89, -1.71], [1.63, 2.68, -4.36], [0.40, 4.01, -4.11], [1.09, 0.41, -3.72], [-0.29, 0.08, -2.65], [1.16, 1.03, -2.08], [-0.69, 2.34, -1.28], [-1.21, 3.68, -2.38], [-2.43, 0.88, -2.14], [-3.12, 2.56, -2.14], [-3.09, 1.15, -4.52], [-2.91, 2.89, -4.32], [-0.84, 0.76, -4.85], [-0.76, 2.50, -5.36], [-5.14, 3.40, 2.88], [-5.30, 1.87, 2.77], [-4.84, 1.22, 1.47], [-3.71, 0.19, 1.57], [-2.41, 0.85, 1.91], [-3.65, -0.61, 0.27], [-3.47, -2.08, 0.63], [-3.54, -2.23, 2.15], [-4.09, -0.86, 2.59], [-4.10, 3.63, 3.10], [-5.63, 3.80, 3.77], [-5.54, 3.91, 2.01], [-6.34, 1.62, 2.99], [-4.74, 1.37, 3.56], [-4.49, 1.90, 0.69], [-5.65, 0.61, 1.06], [-1.69, 0.05, 2.08], [-2.49, 1.52, 2.75], [-2.12, 1.35, 0.99], [-2.86, -0.20, -0.35], [-4.58, -0.48, -0.27], [-2.54, -2.44, 0.20], [-4.31, -2.59, 0.16], [-2.56, -2.43, 2.58], [-4.25, -2.97, 2.50], [-3.66, -0.56, 3.55], [-5.17, -0.91, 2.67], [1.48, -4.69, -6.20], [1.66, -3.99, -4.82], [0.99, -4.81, -3.76], [1.03, -4.21, -2.35], [0.09, -3.05, -2.29], [2.42, -3.83, -1.85], [2.44, -4.28, -0.40], [1.78, -5.62, -0.54], [0.57, -5.29, -1.37], [1.70, -5.75, -6.16], [2.12, -4.19, -6.91], [0.42, -4.56, -6.43], [1.21, -2.99, -4.88], [2.72, -3.84, -4.60], [1.46, -5.79, -3.68], [-0.08, -4.86, -3.98], [0.30, -2.26, -3.01], [0.16, -2.65, -1.28], [-0.92, -3.41, -2.46], [2.60, -2.77, -2.02], [3.22, -4.36, -2.38], [1.85, -3.59, 0.22], [3.42, -4.32, 0.07], [1.50, -6.06, 0.42], [2.49, -6.27, -1.05], [-0.13, -4.77, -0.72], [0.06, -6.14, -1.80], [-0.14, 5.37, 0.84], [0.95, 4.31, 1.06], [0.72, 2.98, 0.52], [1.62, 4.36, 2.33], [2.03, 4.86, -0.01], [-1.48, 4.63, 1.46], [-1.48, 4.08, 2.80], [-2.23, 3.85, 0.49], [-2.36, 5.94, 1.54]],
  "max_force_ha_per_bohr": 0.0905,
  "e_tot_ev": -77822.312,
  "charge": 2
}

No. 2
{
  "formula": "C32H77N9O24",
  "method": "the ωB97M-V functional and the def2-TZVPD basis",
  "species": ["C", "C", "O", "N", "H", "H", "C", "H", "H", "H", "H", "H", "H", "C", "C", "O", "N", "H", "H", "C", "H", "H", "H", "H", "H", "H", "C", "C", "O", "N", "H", "H", "C", "H", "H", "H", "H", "H", "H", "C", "C", "O", "N", "H", "H", "C", "H", "H", "H", "H", "H", "H", "C", "C", "O", "N", "H", "H", "C", "H", "H", "H", "H", "H", "H", "C", "C", "O", "N", "H", "H", "C", "H", "H", "H", "H", "H", "H", "C", "C", "O", "N", "H", "H", "C", "H", "H", "H", "H", "H", "H", "C", "C", "O", "N", "H", "H", "C", "H", "H", "H", "H", "H", "H", "C", "C", "O", "N", "H", "H", "C", "H", "H", "H", "H", "H", "H", "O", "C", "O", "O", "H", "O", "C", "O", "O", "H", "O", "C", "O", "O", "H", "O", "C", "O", "O", "H", "O", "C", "O", "O", "H"],
  "coordinates": [[-3.04, -10.36, -3.60], [-4.08, -9.45, -2.98], [-3.81, -8.45, -2.50], [-5.56, -9.97, -2.95], [-5.76, -10.61, -3.71], [-5.80, -10.55, -2.13], [-6.61, -8.83, -3.10], [-2.60, -11.08, -2.91], [-2.27, -9.65, -3.89], [-3.21, -11.05, -4.47], [-6.36, -8.07, -2.35], [-7.60, -9.27, -3.01], [-6.57, -8.47, -4.14], [-0.04, 2.47, 7.72], [-0.74, 2.72, 6.35], [-0.01, 2.75, 5.35], [-2.08, 2.67, 6.29], [0.23, 1.69, 4.02], [-2.63, 2.73, 7.11], [-2.83, 2.75, 5.02], [0.82, 3.16, 7.85], [0.35, 1.47, 7.58], [-0.62, 2.47, 8.66], [-3.88, 2.74, 5.24], [-2.57, 1.98, 4.28], [-2.51, 3.68, 4.64], [-9.13, 8.57, -9.30], [-8.47, 9.92, -9.05], [-8.06, 11.01, -9.31], [-11.46, -0.91, -4.28], [-10.54, -0.92, -4.73], [-12.00, -1.82, -4.25], [-11.79, 0.07, -3.44], [-9.13, 8.57, -10.37], [-10.15, 8.60, -8.96], [-8.59, 7.59, -9.27], [-8.05, -1.26, 3.15], [-11.23, 1.00, -3.35], [-12.53, -0.22, -2.65], [6.77, 0.44, -2.19], [5.66, -0.14, -3.20], [4.73, -0.88, -2.88], [5.92, 0.31, -4.46], [0.15, 2.75, -4.76], [6.82, 0.67, -4.61], [4.97, 0.03, -5.58], [7.80, 0.31, -2.48], [6.75, -0.01, -1.18], [6.58, 1.51, -2.09], [4.94, -1.00, -5.92], [5.27, 0.76, -6.38], [3.93, 0.37, -5.35], [6.11, -4.62, 6.74], [5.53, -3.62, 5.77], [4.33, -3.41, 5.98], [6.15, -3.22, 4.68], [2.54, -2.19, 0.07], [5.76, -2.34, 4.32], [7.56, -3.45, 4.56], [5.60, -4.64, 7.67], [7.21, -4.63, 6.91], [5.90, -5.62, 6.30], [8.02, -2.78, 5.22], [7.86, -3.23, 3.51], [7.81, -4.49, 4.79], [2.97, 4.77, -4.84], [2.24, 3.77, -4.03], [1.15, 3.46, -4.34], [2.77, 3.15, -2.95], [3.75, 3.44, -2.74], [0.73, 4.43, -0.14], [2.11, 2.26, -1.93], [2.48, 4.80, -5.83], [4.03, 4.50, -4.94], [2.87, 5.82, -4.54], [1.06, 2.01, -2.12], [2.07, 2.85, -1.01], [2.59, 1.32, -1.72], [0.66, -4.33, 7.72], [0.61, -4.12, 6.21], [-0.04, -4.75, 5.46], [1.51, -2.92, 5.63], [2.46, -2.98, 5.99], [1.57, -3.20, 4.64], [0.81, -1.62, 6.09], [1.45, -3.66, 8.10], [0.80, -5.34, 7.93], [-0.28, -3.92, 8.14], [1.29, -0.78, 5.63], [0.79, -1.66, 7.16], [-0.21, -1.76, 5.69], [0.04, -2.01, -3.49], [1.45, -1.69, -3.21], [1.97, -1.44, -2.18], [2.44, -1.39, -4.47], [-2.35, 3.79, -0.88], [3.39, -1.17, -4.13], [2.49, -2.78, -5.31], [-0.47, -1.02, -3.69], [-0.39, -2.46, -2.57], [-0.15, -2.62, -4.33], [3.21, -2.78, -6.10], [1.55, -3.30, -5.64], [2.83, -3.33, -4.53], [-0.22, 5.94, 3.10], [1.08, 5.77, 3.85], [1.34, 6.12, 4.92], [2.13, 4.95, 3.13], [1.85, 3.93, 3.22], [2.11, 5.25, 2.14], [3.47, 4.94, 3.75], [-0.94, 6.59, 3.71], [-0.73, 5.01, 2.95], [-0.10, 6.51, 2.18], [4.07, 5.77, 3.26], [4.09, 4.06, 3.57], [3.37, 5.11, 4.83], [-2.67, 3.88, -0.04], [-14.28, 1.39, -1.09], [-14.67, 2.26, -0.42], [-13.93, 0.43, -1.78], [-3.60, 3.67, -0.08], [1.05, 0.46, 1.30], [1.19, 1.25, 2.36], [2.15, 2.02, 2.31], [0.18, 1.11, 3.24], [0.36, -0.11, 1.47], [2.62, -4.17, 2.57], [2.58, -3.05, 1.90], [2.47, -3.15, 0.52], [2.35, -2.00, 2.44], [2.85, -4.94, 2.01], [0.85, -0.69, -6.31], [0.84, 0.32, -5.48], [1.97, -0.02, -4.63], [0.15, 1.29, -5.28], [0.19, -0.60, -7.00], [1.56, 7.41, -0.09], [1.47, 6.21, -0.78], [1.21, 5.24, 0.18], [1.64, 5.98, -1.93], [1.98, 7.99, -0.75]],
  "max_force_ha_per_bohr": 0.2004,
  "e_tot_ev": -96932.913,
  "charge": 4,
  "e_above_lowest_kcal_mol": 300.0
}

> Look up the charge of the second one.

+4

> Which of these has the lowest charge?

C32H76BF2N5O4S2